[1]
The following is a quantum chemistry calculation of a 3-piece molecular cluster, C4H16NO2 overall, from the Open Molecules 2025 dataset.

- HOMO energy (spin up / spin down) (eV) = -19.0 / -19.0
- LUMO energy (spin up / spin down) (eV) = -6.646 / -14.399
- HOMO-LUMO gap (spin up / spin down) (eV) = 12.33 / 4.57
- relative energy (zero: lowest compared OMol25 entry of this formula, charge and spin) (eV) = 1.163

Structure (ORCA input):
```
! wB97M-V def2-TZVPD RIJCOSX def2/J DEFGRID3
* xyz 2 2
C -0.79977 -1.63939 0.56218
C -1.12253 -0.32967 -0.14872
N 0.00227 0.62069 -0.26538
C -0.41987 2.04765 -0.53067
C -1.51963 -0.93201 -1.54236
H -0.25128 -2.43156 0.01918
H -1.75212 -2.13682 0.77130
H -0.32703 -1.39708 1.52023
H -1.97616 0.20158 0.24632
H 0.69410 0.60613 0.52965
H 0.66521 0.36613 -1.00140
H -0.58561 2.53382 0.42796
H 0.32132 2.55747 -1.12974
H -1.35426 2.06879 -1.06437
H -2.06939 -1.92148 -1.57461
H -0.65432 -1.06328 -2.19470
H -2.49996 -0.42920 -1.77649
H 1.66788 0.42790 2.88418
H 1.84904 1.83020 2.38615
O 1.59294 0.95496 2.05745
H 2.66621 -0.86337 0.68259
H 3.35389 -0.36918 -0.60362
O 2.51905 -0.70227 -0.25512
*
```

=====

[2]
The following is a quantum chemistry calculation of a 3-piece molecular cluster, C4H16NO3 overall, from the Open Molecules 2025 dataset.

- HOMO energy (eV) = -14.6
- LUMO energy (eV) = -2.833
- HOMO-LUMO gap (eV) = 11.76
- relative energy (zero: lowest compared OMol25 entry of this formula, charge and spin) (eV) = 1.109

Structure (ORCA input):
```
! wB97M-V def2-TZVPD RIJCOSX def2/J DEFGRID3
* xyz 1 1
O 2.22506 0.85388 0.86542
C 1.10878 0.59036 1.71305
C -0.14991 0.90789 0.90822
N -0.27401 -0.02338 -0.26239
C 0.27754 0.72691 -1.48164
C -0.84061 1.45755 -2.18293
H 2.97954 1.20646 1.34293
H 1.05645 -0.43815 2.07871
H 1.21281 1.26607 2.55408
H -0.94172 0.83252 1.65828
H -0.09019 1.93956 0.58443
H -1.19944 -0.50329 -0.24150
H 0.44277 -0.73881 -0.10039
H 1.14925 1.21433 -1.06935
H 0.70925 -0.08522 -2.04347
H -0.68185 2.53998 -2.22553
H -1.01500 1.17117 -3.21732
H -1.75810 1.37718 -1.59815
H -3.27736 -1.86654 0.08934
H -2.99888 -0.67927 0.75982
O -2.82727 -1.03129 -0.13461
H 1.05464 -2.99448 1.27315
H 1.73395 -2.89058 -0.08608
O 0.89048 -2.72144 0.36193
*
```

=====

[3]
The following is a quantum chemistry calculation of a 4-piece molecular cluster, C4H16NO3 overall, from the Open Molecules 2025 dataset.

- HOMO energy (eV) = -13.3
- LUMO energy (eV) = -3.172
- HOMO-LUMO gap (eV) = 10.10
- relative energy (zero: lowest compared OMol25 entry of this formula, charge and spin) (eV) = 2.010

Structure (ORCA input):
```
! wB97M-V def2-TZVPD RIJCOSX def2/J DEFGRID3
* xyz 1 1
C 2.24941 0.01373 2.68885
C 1.97438 -0.86306 1.44725
C 0.72944 -0.34836 0.81157
C -0.17379 -1.11708 0.17301
N -1.34911 -0.41317 -0.37355
H 3.10967 0.61569 2.36810
H 2.56463 -0.72822 3.40170
H 1.61874 0.80152 3.06744
H 1.91938 -1.90387 1.72234
H 2.73012 -0.87568 0.70339
H 0.50795 0.73996 0.87876
H -0.14740 -2.17741 -0.02175
H -1.19608 0.49762 -0.81947
H -1.82624 -1.02819 -1.02649
H -1.96086 -0.22295 0.40878
H -2.53588 1.62905 -2.91839
H -1.68519 0.38798 -3.25989
O -2.05381 0.89076 -2.52720
H -2.46738 2.71428 0.63467
H -1.57505 3.25088 -0.51608
O -1.55789 2.79870 0.33240
H 0.94616 -2.04791 -2.04953
H 0.05933 -1.04705 -2.96351
O 0.11947 -1.56725 -2.16241
*
```

=====

[4]
The following is a quantum chemistry calculation of a 4-piece molecular cluster, C4H16NO3 overall, from the Open Molecules 2025 dataset.

- HOMO energy (eV) = -14.0
- LUMO energy (eV) = -3.058
- HOMO-LUMO gap (eV) = 10.92
- relative energy (zero: lowest compared OMol25 entry of this formula, charge and spin) (eV) = 1.452

Structure (ORCA input):
```
! wB97M-V def2-TZVPD RIJCOSX def2/J DEFGRID3
* xyz 1 1
C -0.49264 -0.96028 2.52760
C -0.50260 -0.23144 1.16606
C -0.52936 -1.19018 0.00600
C -1.18253 -2.33031 -0.11502
N 0.47911 -0.82136 -1.04755
H -0.19868 -0.36854 3.39496
H -1.47941 -1.34450 2.77763
H 0.27358 -1.72950 2.42671
H -1.31034 0.49534 1.09324
H 0.49903 0.21811 1.14088
H -1.94131 -2.39044 0.65756
H -1.00641 -3.18994 -0.74246
H 0.44771 0.19878 -1.10402
H 0.27955 -1.29575 -1.92121
H 1.39555 -1.01629 -0.66340
H -1.74850 3.10387 2.90060
H -1.37617 3.32751 1.44773
O -1.43633 2.64670 2.11744
H 2.85091 1.11544 -0.92633
H 3.73382 -0.14104 -0.92411
O 2.95147 0.24708 -1.33394
H 0.45671 1.00684 -3.57280
H 0.16416 2.29167 -2.95878
O -0.02537 1.36433 -2.85244
*
```

=====

[5]
The following is a quantum chemistry calculation of C4H16NO6 as an isolated structure, from the Open Molecules 2025 dataset.

- HOMO energy (eV) = -5.5
- LUMO energy (eV) = 3.282
- HOMO-LUMO gap (eV) = 8.80
- relative energy (zero: lowest compared OMol25 entry of this formula, charge and spin) (eV) = 1.022

Structure (ORCA input):
```
! wB97M-V def2-TZVPD RIJCOSX def2/J DEFGRID3
* xyz -1 1
O -3.17391 0.78843 0.18727
C -2.09391 0.22109 0.33298
N -2.01468 -1.13075 0.27531
C -0.87144 -2.00641 0.47072
C 0.46268 -1.27176 0.65742
C 0.55990 -0.70007 2.07494
O 1.64254 0.18183 2.23084
H -1.21265 0.83515 0.55682
H -2.89952 -1.59483 0.23405
H -0.75350 -2.69530 -0.36880
H -1.05468 -2.57353 1.39551
H 1.38040 -1.82151 0.46784
H 0.43487 -0.46132 -0.07496
H -0.39510 -0.27315 2.40995
H 0.76201 -1.46956 2.83702
H 1.47230 1.01399 1.71648
H 0.56382 3.05974 1.26594
O 0.61694 2.20545 0.82353
H 0.55763 2.43534 -0.32564
H -0.08893 3.18400 -1.78731
O 0.70024 2.66859 -1.53802
H 2.51899 -1.21145 -1.61123
H 1.86809 -2.60559 -1.64926
O 2.52388 -2.05032 -2.09168
H 0.27169 1.09526 -1.84638
H 0.82140 0.82014 -3.07858
O 0.30905 0.27297 -2.46278
*
```

=====

[6]
The following is a quantum chemistry calculation of C4H16NO7 as an isolated structure, from the Open Molecules 2025 dataset.

- HOMO energy (eV) = -4.9
- LUMO energy (eV) = 2.881
- HOMO-LUMO gap (eV) = 7.82
- relative energy (zero: lowest compared OMol25 entry of this formula, charge and spin) (eV) = 3.748

Structure (ORCA input):
```
! wB97M-V def2-TZVPD RIJCOSX def2/J DEFGRID3
* xyz -1 1
C 1.91810 -1.22170 -0.08803
O 2.67897 -0.28847 0.54139
C 0.40653 -0.75786 0.23595
C -0.55280 -1.92842 0.85208
C -1.71087 -1.12115 1.54183
O -3.02160 -1.42645 1.16488
O -1.69232 -0.33595 2.38619
N -0.38716 -0.39271 -0.96652
H 1.98035 -1.33836 -1.20282
H 2.22658 -2.22055 0.32880
H 0.37297 0.13704 0.96131
H 0.13633 -2.38685 1.62969
H -1.11549 -2.71948 0.26445
H -3.71122 -0.79132 1.33315
H 0.15723 0.40719 -1.40163
H -1.21721 -0.13576 -0.80836
H 0.29865 3.25123 -1.11941
H 0.64089 2.01332 -0.68257
O -0.18749 2.61301 -0.66774
H -0.18178 -0.85685 -3.20619
H 0.84149 -1.98695 -2.99176
O 0.33099 -1.51827 -3.63582
H 2.36004 2.48140 -0.11220
H 2.71620 0.75174 -0.05301
O 2.50664 1.75413 -0.78129
H -2.42347 2.08628 2.41465
H -1.28292 2.88813 1.78941
O -2.08763 3.04362 2.27360
*
```

=====

[7]
The following is a quantum chemistry calculation of a 5-piece molecular cluster, C4H16NO7 overall, from the Open Molecules 2025 dataset.

- HOMO energy (eV) = -5.4
- LUMO energy (eV) = 3.375
- HOMO-LUMO gap (eV) = 8.76
- relative energy (zero: lowest compared OMol25 entry of this formula, charge and spin) (eV) = 0.157

Structure (ORCA input):
```
! wB97M-V def2-TZVPD RIJCOSX def2/J DEFGRID3
* xyz -1 1
C 0.04187 -1.46320 -2.31610
N -0.90700 -0.53090 -1.73747
C -0.76763 -0.33309 -0.30530
C -1.95112 0.49643 0.17230
O -1.83067 0.95498 1.49513
C 0.52951 0.43811 0.08880
O 1.37552 -0.05950 0.86414
O 0.58701 1.59822 -0.40800
H -0.36845 -1.88896 -3.23969
H 0.29619 -2.26308 -1.62923
H 0.98658 -0.99570 -2.64267
H -0.90328 0.34329 -2.19731
H -0.79427 -1.30744 0.18833
H -2.13122 1.28706 -0.57153
H -2.84503 -0.10267 0.09980
H -1.02558 1.48511 1.54151
H -0.91305 -1.26122 3.02172
H 0.24529 -1.28473 3.99134
O -0.71369 -1.34555 3.96277
H 0.94647 -2.03600 0.64080
H 2.03797 -2.68594 1.41927
O 1.23076 -2.91669 0.94878
H 0.64203 2.33440 -3.36619
H 0.17312 2.10241 -1.92244
O -0.10153 2.52050 -2.78840
H 1.87850 2.82592 1.02220
H 1.97571 1.58725 1.84452
O 2.30602 2.50100 1.82294
*
```

=====

[8]
The following is a quantum chemistry calculation of a 4-piece molecular cluster, C4H16O3 overall, from the Open Molecules 2025 dataset.

- HOMO energy (eV) = -11.2
- structure (SMILES) = CCCC.O.O.O
- LUMO energy (eV) = 0.525
- HOMO-LUMO gap (eV) = 11.72
- relative energy (zero: lowest compared OMol25 entry of this formula, charge and spin) (eV) = 2.445

Structure (ORCA input):
```
! wB97M-V def2-TZVPD RIJCOSX def2/J DEFGRID3
* xyz 0 1
C 1.06496 0.64709 -2.84351
C 1.73453 0.88958 -1.48623
C 1.02895 -0.04824 -0.42676
C 1.66699 -0.41573 0.85559
H -0.01505 0.80978 -2.77729
H 1.65226 0.93249 -3.65185
H 1.03717 -0.54118 -2.91298
H 2.71052 0.42218 -1.62309
H 1.86342 1.83875 -1.03638
H 0.72114 -1.05441 -0.96798
H 0.08348 0.27811 -0.15945
H 1.26073 -1.20147 1.40059
H 2.71050 -0.38510 0.51818
H 1.61629 0.34777 1.52463
O -2.79527 5.41574 0.08752
H -2.49283 4.84627 -0.56571
H -3.72130 5.70406 -0.16857
O 0.62582 -4.09199 1.50309
H 1.15700 -4.71893 2.06201
H 1.21405 -3.49929 1.10026
O -2.53222 -2.18057 1.88357
H -3.32472 -1.64678 1.49474
H -1.83202 -1.71382 1.37491
*
```

=====

[9]
The following is a quantum chemistry calculation of a 4-piece molecular cluster, C4H16O3 overall, from the Open Molecules 2025 dataset.

- HOMO energy (eV) = -10.4
- structure (SMILES) = CCCC.O.O.O
- LUMO energy (eV) = 0.680
- HOMO-LUMO gap (eV) = 11.11
- relative energy (zero: lowest compared OMol25 entry of this formula, charge and spin) (eV) = 2.975

Structure (ORCA input):
```
! wB97M-V def2-TZVPD RIJCOSX def2/J DEFGRID3
* xyz 0 1
C -0.62694 3.31495 2.00463
C -0.58473 2.18965 1.03418
C -1.97898 1.52095 0.75062
C -1.77948 0.22568 0.06461
H -0.08009 2.97328 2.95804
H -0.23307 4.31600 1.78231
H -1.62580 3.48500 2.32715
H -0.26464 2.71251 0.13809
H 0.25955 1.56291 1.45878
H -2.46724 2.31739 0.24482
H -2.53026 1.56578 1.73960
H -0.82351 -0.48329 -0.01635
H -2.37672 -0.80372 0.54253
H -2.31175 0.00734 -0.87858
O 3.15256 -1.63260 -5.79812
H 2.49542 -2.34527 -5.86420
H 3.92833 -2.22414 -5.78085
O -1.48598 -6.20908 1.43862
H -1.13552 -7.06070 1.01930
H -1.67652 -5.69783 0.70992
O 4.02175 -0.17886 0.33410
H 4.82216 0.25491 -0.04496
H 3.30146 0.18913 -0.16422
*
```

=====

[10]
The following is a quantum chemistry calculation of a 4-piece molecular cluster, C4H16O3S overall, from the Open Molecules 2025 dataset.

- HOMO energy (eV) = -8.8
- structure (SMILES) = CCCCS.O.O.O
- LUMO energy (eV) = 0.321
- HOMO-LUMO gap (eV) = 9.10
- relative energy (zero: lowest compared OMol25 entry of this formula, charge and spin) (eV) = 1.075

Structure (ORCA input):
```
! wB97M-V def2-TZVPD RIJCOSX def2/J DEFGRID3
* xyz 0 1
C 0.03461 -2.65389 -1.81711
C 0.05736 -1.73358 -0.57495
C 0.60987 -0.37921 -1.12801
C 0.73040 0.61017 0.02566
S 1.58112 2.17260 -0.39692
H -0.92366 -3.13798 -1.97023
H 0.26942 -2.14666 -2.74897
H 0.75576 -3.46094 -1.70423
H 0.67705 -2.17630 0.17657
H -0.93203 -1.50843 -0.18920
H -0.01199 -0.09726 -2.00206
H 1.60179 -0.65945 -1.52796
H 1.37918 0.11117 0.80762
H -0.23025 0.72592 0.60077
H 0.66130 3.05687 0.26399
O 2.25358 -3.46901 4.06768
H 1.53801 -3.10732 3.53683
H 2.17372 -3.04250 4.92540
O -2.70368 0.97506 -2.73513
H -2.94432 1.12465 -1.81045
H -3.34717 0.41975 -3.17477
O -3.07543 2.39853 2.04510
H -2.67713 1.69210 2.54628
H -3.72722 2.93384 2.51498
*
```

=====

[11]
The following is a quantum chemistry calculation of a 5-piece molecular cluster, C4H16O4 overall, from the Open Molecules 2025 dataset.

- HOMO energy (eV) = -9.1
- structure (SMILES) = C=C(C)C.O.O.O.O
- LUMO energy (eV) = 0.282
- HOMO-LUMO gap (eV) = 9.42
- relative energy (zero: lowest compared OMol25 entry of this formula, charge and spin) (eV) = 1.442

Structure (ORCA input):
```
! wB97M-V def2-TZVPD RIJCOSX def2/J DEFGRID3
* xyz 0 1
C -1.03031 -2.95222 4.95330
C -1.17897 -1.89486 4.15856
C -0.98733 -1.96471 2.66675
C -1.33484 -0.50318 4.71236
H -1.20106 -2.84119 6.01602
H -0.56226 -3.84927 4.56852
H -0.33743 -2.76630 2.30702
H -0.53574 -1.06919 2.24360
H -1.97649 -2.21639 2.27610
H -0.43735 0.07839 4.53251
H -1.57784 -0.45461 5.77148
H -2.18475 -0.02607 4.20842
O 1.09862 -0.99391 -7.13488
H 2.04665 -0.87856 -7.00194
H 0.90601 -0.21796 -7.67088
O -1.84706 3.75399 -4.74855
H -1.23107 4.24179 -4.19204
H -1.49137 2.86049 -4.77763
O 1.30097 1.43709 -6.10291
H 1.12620 2.31995 -5.76052
H 1.46739 0.96551 -5.27802
O 2.92852 2.37315 1.37912
H 3.48442 1.68900 0.99474
H 3.55508 2.90907 1.87889
*
```

=====

[12]
The following is a quantum chemistry calculation of a 4-piece molecular cluster, C4H16O4 overall, from the Open Molecules 2025 dataset.

- HOMO energy (eV) = -9.9
- structure (SMILES) = CO.CO.CO.CO
- LUMO energy (eV) = 0.591
- HOMO-LUMO gap (eV) = 10.49
- relative energy (zero: lowest compared OMol25 entry of this formula, charge and spin) (eV) = 2.531

Structure (ORCA input):
```
! wB97M-V def2-TZVPD RIJCOSX def2/J DEFGRID3
* xyz 0 1
C 0.68837 -1.70145 2.14895
O -0.51011 -2.24737 1.58652
H 1.13200 -2.35000 2.90947
H 1.38797 -1.48789 1.34855
H 0.44272 -0.77594 2.68576
H -0.97217 -2.66165 2.32038
C 2.35387 1.63332 -4.21428
O 2.71736 2.09351 -2.89891
H 1.46058 2.12908 -4.57526
H 3.15071 1.88143 -4.92509
H 2.28668 0.54420 -4.19082
H 3.58162 1.70530 -2.73657
C -3.23791 -0.47236 2.33078
O -2.66451 -0.32251 3.64244
H -3.81383 -1.39827 2.24533
H -3.95571 0.32007 2.11910
H -2.41755 -0.40816 1.61441
H -2.25620 -1.16902 3.83656
C 0.00436 0.56344 -0.57577
O -0.17883 1.51555 -1.62650
H 0.86555 0.83278 0.04344
H -0.89303 0.58107 0.03447
H 0.17127 -0.41769 -1.02920
H 0.65679 1.61256 -2.09374
*
```

=====

Q: Look up the relative energy (zero: lowest compared OMol25 entry of this formula, charge and spin) of the twelfth one.
A: 2.531 eV

=====

Q: Which formula does entry 12 have?
A: C4H16O4

=====

Q: Among the records above, which one has the lowest relative energy (zero: lowest compared OMol25 entry of this formula, charge and spin)?
A: number 7

=====

Q: Which value of relative energy (zero: lowest compared OMol25 entry of this formula, charge and spin) does entry 10 give?
A: 1.075 eV